118
Properties=species:S:1:pos:R:3:lowdin_spin:R:1 method="wB97M-V/def2-TZVPD" gap_ha="0.209 / 0.208" multiplicity=3
Ni -0.183 0.623 -0.036 1.734
C -6.920 -2.941 -1.289 0.000
C -6.824 -1.619 -1.699 0.000
C -5.656 -0.905 -1.483 0.000
C -4.562 -1.500 -0.855 0.000
C -4.670 -2.827 -0.446 0.000
C -5.838 -3.544 -0.664 0.000
C -3.325 -0.716 -0.598 -0.002
C -2.615 -0.195 -1.685 0.002
C -3.038 -0.277 -3.064 0.002
C -2.335 0.664 -3.739 0.002
C -1.458 1.295 -2.777 0.003
N -1.576 0.679 -1.572 0.035
C -0.659 2.424 -3.023 -0.001
C 0.246 2.950 -2.093 0.003
C 1.092 4.095 -2.355 0.000
C 1.952 4.186 -1.317 0.002
C 1.609 3.120 -0.400 0.001
C 2.279 2.909 0.812 0.003
C 3.399 3.837 1.147 0.000
C 4.647 3.753 0.540 0.000
C 5.655 4.649 0.869 0.000
C 5.422 5.653 1.796 0.000
C 4.175 5.755 2.399 0.000
C 3.174 4.853 2.079 0.000
C 1.809 2.049 1.817 0.000
N 0.666 1.318 1.732 0.039
C 0.304 1.033 3.014 0.001
C -0.969 0.631 3.416 0.003
C -1.291 0.608 4.872 0.000
C -1.077 -0.528 5.646 0.000
C -1.455 -0.553 6.981 0.000
C -2.051 0.557 7.558 0.000
C -2.247 1.703 6.799 0.000
C -1.868 1.728 5.466 0.000
C -2.004 0.299 2.529 0.001
C -3.281 -0.226 2.960 0.001
C -3.905 -0.671 1.843 0.000
C -3.024 -0.389 0.734 0.003
N -1.900 0.232 1.176 0.044
C 1.348 1.439 3.928 0.000
C 2.297 2.049 3.181 0.000
N 0.550 2.416 -0.878 0.043
C -0.770 3.063 -4.361 0.000
C 0.330 3.129 -5.216 0.000
C 0.218 3.701 -6.474 0.000
C -0.998 4.214 -6.899 0.000
C -2.099 4.157 -6.057 0.000
C -1.987 3.587 -4.798 0.000
H -7.837 -3.494 -1.443 0.000
H -7.666 -1.138 -2.181 0.000
H -5.589 0.132 -1.789 0.000
H -3.826 -3.302 0.042 0.000
H -5.905 -4.575 -0.341 0.000
H -3.789 -0.953 -3.439 0.000
H -2.406 0.919 -4.783 0.000
H 1.026 4.733 -3.220 0.000
H 2.735 4.910 -1.166 0.000
H 4.829 2.981 -0.199 0.000
H 6.627 4.569 0.398 0.000
H 6.206 6.353 2.052 0.000
H 3.975 6.543 3.115 0.000
H 2.197 4.931 2.540 0.000
H -0.612 -1.399 5.197 0.000
H -1.291 -1.447 7.570 0.000
H -2.360 0.534 8.595 0.000
H -2.701 2.578 7.247 0.000
H -2.021 2.621 4.872 0.000
H -3.633 -0.260 3.978 0.000
H -4.885 -1.114 1.755 0.000
H 1.321 1.290 4.996 0.000
H 3.212 2.508 3.515 0.000
H 1.280 2.723 -4.890 0.000
H 1.081 3.743 -7.126 0.000
H -1.087 4.657 -7.883 0.000
H -3.050 4.560 -6.383 0.000
H -2.840 3.562 -4.132 0.000
N -3.610 -8.177 4.951 0.000
C -3.062 -7.332 4.397 0.000
C -2.381 -6.306 3.669 0.000
C -1.201 -6.620 2.993 0.000
C -0.582 -5.669 2.206 0.000
C -1.144 -4.404 2.089 0.000
C -2.291 -4.067 2.799 0.000
C -2.912 -5.019 3.587 0.000
N -0.592 -3.464 1.185 0.001
C -0.426 -3.668 -0.171 0.001
C -0.099 -2.453 -0.688 0.002
N -0.079 -1.509 0.312 0.033
C -0.375 -2.148 1.416 0.002
H -0.783 -7.613 3.087 0.000
H 0.331 -5.899 1.673 0.000
H -2.704 -3.068 2.706 0.000
H -3.822 -4.775 4.117 0.000
H -0.578 -4.629 -0.630 0.000
H 0.088 -2.201 -1.718 0.000
H -0.438 -1.720 2.404 0.000
S 5.558 -0.770 -3.319 0.000
C 4.054 -0.491 -2.435 -0.001
C 3.945 -0.554 -1.052 0.001
C 2.715 -0.300 -0.470 0.002
N 1.617 0.005 -1.159 0.035
C 1.730 0.060 -2.487 0.002
C 2.913 -0.167 -3.164 0.001
C 6.460 -1.777 -2.151 0.000
C 7.493 -1.238 -1.403 0.000
C 8.179 -2.081 -0.536 0.000
N 7.906 -3.374 -0.407 0.000
C 6.919 -3.879 -1.140 0.000
C 6.160 -3.126 -2.024 0.000
H 4.793 -0.813 -0.434 0.000
H 2.612 -0.343 0.609 0.000
H 0.828 0.270 -3.045 0.000
H 2.939 -0.111 -4.245 0.000
H 7.753 -0.192 -1.486 0.000
H 8.981 -1.698 0.084 0.000
H 6.732 -4.941 -1.020 0.000
H 5.355 -3.573 -2.591 0.000

=====

85
Properties=species:S:1:pos:R:3:mulliken_charge:R:1 method="wB97M-V/def2-TZVPD" relative_energy_kj_mol=321.89 gap_ha=0.224 multiplicity=1 charge=-1
Zr 0.363 -0.063 -1.375 -2.302
C -4.189 -4.526 2.193 -1.581
C -3.469 -3.655 1.208 0.397
C -3.956 -3.414 -0.073 -0.963
C -3.332 -2.505 -0.892 -0.302
C -2.179 -1.796 -0.492 -0.052
N -1.687 -0.782 -1.263 1.525
C -2.547 0.125 -1.807 0.572
C -3.783 0.434 -1.188 -0.020
C -4.595 1.442 -1.644 -1.258
C -4.247 2.201 -2.759 0.278
C -5.104 3.339 -3.221 -1.624
C -3.057 1.901 -3.399 -0.571
C -2.212 0.892 -2.951 -0.797
C -0.940 0.594 -3.744 1.821
O -0.131 -0.362 -3.249 -0.690
C -1.339 0.104 -5.168 0.558
F -1.970 1.004 -5.951 -0.275
F -2.161 -0.947 -5.090 -0.241
F -0.265 -0.290 -5.860 -0.256
C -0.072 1.903 -3.921 0.668
F 1.190 1.639 -3.502 -0.137
F -0.487 2.957 -3.203 -0.245
F 0.039 2.358 -5.177 -0.340
C -1.576 -2.204 0.721 -1.259
C -2.274 -3.052 1.570 -0.761
C -0.277 -1.566 1.218 1.857
O 0.543 -0.961 0.333 1.588
C 0.690 -2.563 1.948 0.372
F 1.349 -1.938 2.952 -0.293
F 0.224 -3.686 2.503 -0.328
F 1.644 -2.954 1.097 -0.114
C -0.725 -0.464 2.227 0.002
F -1.792 0.193 1.761 -0.233
F -1.056 -0.892 3.461 -0.336
F 0.239 0.459 2.399 -0.143
H -5.196 -4.747 1.850 0.371
H -4.251 -4.029 3.160 0.369
H -3.657 -5.465 2.339 0.305
H -4.848 -3.923 -0.414 0.358
H -3.742 -2.283 -1.867 0.595
H -4.058 -0.125 -0.304 0.446
H -5.517 1.661 -1.123 0.350
H -6.151 3.147 -2.994 0.389
H -4.999 3.496 -4.291 0.395
H -4.802 4.256 -2.711 0.271
H -2.776 2.475 -4.271 0.469
H -1.909 -3.242 2.565 0.548
Cl 3.889 0.739 -2.591 -0.233
C 3.566 -0.896 -2.188 1.209
C 2.224 -1.225 -2.027 -1.378
C 1.979 -2.585 -1.842 0.776
Cl 0.313 -3.019 -1.790 -0.174
C 2.976 -3.546 -1.712 -0.175
Cl 2.598 -5.184 -1.375 -0.221
C 4.308 -3.141 -1.800 0.701
Cl 5.576 -4.281 -1.596 -0.226
C 4.608 -1.807 -2.065 -0.212
Cl 6.247 -1.301 -2.205 -0.224
C -0.975 3.112 0.385 -1.976
C -0.592 1.781 -0.258 1.538
O 0.345 1.906 -1.118 -0.719
H -0.489 3.960 -0.111 0.365
H -0.670 3.069 1.431 0.343
H -2.058 3.216 0.350 0.425
N 4.524 2.056 8.550 -0.554
C 4.343 1.930 7.424 0.104
C 4.122 1.797 6.037 0.512
C 4.666 2.737 5.161 -0.938
C 4.416 2.650 3.809 -0.604
C 3.603 1.632 3.308 0.774
C 3.091 0.670 4.180 -0.067
C 3.348 0.751 5.532 -1.147
N 3.268 1.608 1.956 0.309
C 3.199 2.703 1.126 -0.542
C 2.770 2.245 -0.078 -1.253
N 2.563 0.891 -0.014 0.570
C 2.876 0.542 1.202 -1.510
H 5.276 3.539 5.553 0.452
H 4.844 3.379 3.138 0.462
H 2.460 -0.112 3.801 0.648
H 2.927 0.018 6.202 0.476
H 3.421 3.694 1.458 0.457
H 2.609 2.797 -0.981 0.596
H 2.877 -0.469 1.554 1.053

=====

10
Properties=species:S:1:pos:R:3:mulliken_charge:R:1 method="wB97M-V/def2-TZVPD" relative_energy_kj_mol=28.71 gap_ha=0.358 multiplicity=1 charge=-1
C 1.703 0.656 -0.862 -0.001
C -0.827 0.622 -0.794 0.644
N -0.217 -0.632 -0.048 -0.314
N -0.153 -0.900 1.260 0.989
O -1.729 1.255 -0.274 -0.641
O 1.682 1.577 -0.187 -0.172
O -0.188 0.742 -1.840 -0.591
O -0.106 0.086 1.984 -0.571
O -0.203 -2.088 1.610 -0.692
H 0.038 -1.317 -0.849 0.349

=====

| no. | E_tot (eV) |
| --- | --- |
| 1 | -132357.1224 |
| 2 | -148374.3723 |
| 3 | -15305.8221 |